[1]
A cluster of 3 separate species, C24H47BBr4O8S2Si in total. Source: the OMol25 dataset; level of theory: wB97M-V/def2-TZVPD.

The geometry in ORCA input format:
```
! wB97M-V def2-TZVPD RIJCOSX def2/J DEFGRID3
* xyz 0 1
C -5.25976 1.95219 2.50269
C -4.94651 1.11837 1.70147
C -4.54385 0.10085 0.71183
C -5.62131 -1.03312 0.74448
O -5.36894 -1.94968 1.76984
C -5.01866 -3.24468 1.33977
C -4.47756 0.66172 -0.73697
S -4.85516 2.44364 -0.84562
C -4.99718 2.59443 -2.63913
C -3.64860 2.57694 -3.38335
O -3.34059 -0.51957 1.10495
C -2.17763 0.29097 1.10704
C -1.05208 -0.31722 0.25912
S -0.90722 -2.13273 0.54281
O 0.06730 0.40949 0.66244
C 1.38126 0.22793 0.11134
C 2.16329 -0.76636 0.99824
C 1.86825 -0.65904 2.48695
O 0.63883 -1.30604 2.78272
Si -0.14250 -0.99636 4.21527
C 0.89167 -1.69403 5.62146
C -1.79568 -1.86888 4.17363
C -0.43426 0.83979 4.49227
C 2.00150 1.62362 0.25531
C 3.43091 1.75899 -0.31721
C 4.35647 2.40855 0.69218
O 4.20811 3.51892 1.10997
O 5.35470 1.60311 1.18277
C 1.43791 -0.23626 -1.34453
B 0.92525 0.77211 -2.44030
O -0.32014 0.60405 -2.98400
O 1.72661 1.81101 -2.94005
H -5.67590 2.58875 3.24629
H -5.61936 -1.53242 -0.23038
H -6.60648 -0.58395 0.88814
H -4.28323 -3.21624 0.52988
H -4.55992 -3.75316 2.18651
H -5.89998 -3.81282 1.02187
H -3.47427 0.51063 -1.13445
H -5.18423 0.14281 -1.38370
H -5.67248 1.82786 -3.02022
H -5.48827 3.55536 -2.78991
H -2.88556 2.14034 -2.74181
H -3.34842 3.58970 -3.64769
H -3.70638 1.97673 -4.29311
H -2.39633 1.30620 0.76572
H -1.80264 0.33898 2.13242
H -1.28330 -0.18432 -0.79857
H -1.63553 -2.50170 -0.52014
H 1.93793 -1.79406 0.70621
H 3.23691 -0.63098 0.84786
H 2.67433 -1.16186 3.03543
H 1.86897 0.38425 2.82269
H 1.70524 -1.01317 5.87808
H 0.26076 -1.84149 6.49989
H 1.30471 -2.66310 5.33657
H -1.74368 -2.86484 3.73644
H -2.53727 -1.27492 3.63522
H -2.14415 -1.93628 5.20844
H -1.48847 1.06951 4.64447
H -0.06883 1.44918 3.66182
H 0.12139 1.16493 5.37593
H 2.01282 1.89191 1.31209
H 1.34670 2.36334 -0.20973
H 3.85784 0.80024 -0.60817
H 3.42460 2.40967 -1.19172
H 5.82701 1.19052 0.44756
H 2.49524 -0.39976 -1.55266
H 0.94422 -1.19971 -1.48219
H -0.46874 1.23627 -3.69843
H 1.37365 2.68054 -2.72152
Br 6.69236 1.03424 -2.08813
C 5.81882 2.47968 -3.05923
C 5.04079 1.96464 -4.24096
Br 6.20599 1.43384 -5.70269
H 6.60082 3.17696 -3.34138
H 5.14635 2.95328 -2.34703
H 4.39874 2.74758 -4.63769
H 4.43869 1.09647 -3.99158
Br 2.51493 -4.43435 -1.30472
C 2.68399 -4.14914 -3.21874
C 4.04535 -3.62557 -3.59497
Br 4.25415 -1.76147 -3.08445
H 1.89183 -3.46095 -3.49806
H 2.50826 -5.11629 -3.68450
H 4.18181 -3.65744 -4.67360
H 4.84941 -4.16816 -3.10862
*
```

Calculated values
HOMO: -8.651 eV
Gap between HOMO and LUMO: 8.6221 eV
LUMO energy: -0.0287 eV
Structure (SMILES): C#C[C@@](COC)(CSCC)OC[C@H](S)O[C@](CCO[Si](C)(C)C)(CCC(=O)O)CB(O)O.BrCCBr.BrCCBr

---

[2]
A structure of composition C24H47BGeN6O5PbSi3 in a non-equilibrium geometry. Source: the OMol25 dataset; level of theory: wB97M-V/def2-TZVPD.

The geometry in ORCA input format:
```
! wB97M-V def2-TZVPD RIJCOSX def2/J DEFGRID3
* xyz 1 2
Pb -0.76460 -0.64880 -1.25400
N -1.52130 1.43590 -2.24460
C -0.86510 2.52140 -1.50750
C -0.88170 2.27730 0.00800
O -0.72630 3.20910 0.79070
N -1.08810 1.00840 0.33450
C -1.32680 0.72560 1.71850
C -0.13280 0.14510 2.43460
O -0.23360 -0.13990 3.63580
O 0.93080 -0.02020 1.75640
H -1.31510 1.49720 -3.23520
H -2.52860 1.49940 -2.12670
H -1.33450 3.49580 -1.67870
H 0.17950 2.57440 -1.82280
H -2.16020 0.02140 1.81910
H -1.60460 1.65230 2.24190
O 1.99550 -0.93090 -3.19530
B 1.43980 -0.06830 -2.24610
O 2.20010 1.10150 -2.22410
C 3.20550 0.95460 -3.13240
C 4.24130 1.80400 -3.47280
C 5.12220 1.36300 -4.44980
C 4.99200 0.11190 -5.03780
C 3.96650 -0.75090 -4.68300
C 3.07580 -0.30390 -3.73000
H 4.36620 2.76940 -3.00780
H 5.93580 2.00610 -4.74920
H 5.71000 -0.20090 -5.77980
H 3.86450 -1.73200 -5.11900
C -1.43360 -5.91840 -2.46660
C -0.36170 -5.73310 -3.53940
C 0.91480 -5.12540 -2.95980
C -0.89260 -4.90560 -4.72690
N -1.33730 -3.60430 -4.32450
C -0.63840 -2.47970 -4.09010
N -1.47200 -1.56910 -3.63520
N -2.67250 -2.15060 -3.60800
N -2.60590 -3.34240 -4.01260
H -1.04630 -6.52960 -1.65590
H -2.30830 -6.41830 -2.87570
H -1.75170 -4.96580 -2.04630
H -0.10880 -6.71650 -3.94630
H 0.71820 -4.16990 -2.47720
H 1.65490 -4.96560 -3.74120
H 1.33980 -5.80030 -2.22080
H -1.75090 -5.41140 -5.17120
H -0.10810 -4.79440 -5.47850
H 0.40460 -2.34020 -4.26580
C 0.72860 -2.85660 4.29030
Si 1.21810 -1.11580 4.89650
C 0.15070 -0.40500 6.30430
C 3.01090 -1.25890 5.63950
Ge 2.62260 0.03830 2.74140
Si 3.82270 -1.56160 1.23880
C 2.74690 -3.06510 0.73660
C 5.35150 -2.15540 2.22600
C 4.43350 -0.51590 -0.23870
Si 2.54270 2.58740 2.74300
C 0.94510 3.05560 3.66660
C 4.16560 3.10060 3.62170
C 2.54560 3.02620 0.89280
H 0.47390 -3.47820 5.14420
H 1.54760 -3.33680 3.76200
H -0.13320 -2.82990 3.63310
H 0.22480 -1.02060 7.19500
H -0.89370 -0.35740 6.01640
H 0.46560 0.59670 6.58130
H 2.99660 -1.93190 6.49070
H 3.37240 -0.29650 5.99130
H 3.73240 -1.64190 4.92100
H 2.76950 -3.83700 1.50080
H 3.11050 -3.51180 -0.18300
H 1.71260 -2.77090 0.58190
H 5.08030 -2.78730 3.06550
H 5.91570 -1.31540 2.62070
H 6.02400 -2.72640 1.59500
H 3.62880 0.09920 -0.62530
H 4.80750 -1.13220 -1.05260
H 5.24410 0.14260 0.06510
H 0.62980 2.28120 4.36200
H 0.15330 3.20150 2.93410
H 1.05670 3.98130 4.22240
H 4.12700 2.89600 4.68740
H 4.34280 4.16450 3.49980
H 5.02400 2.57610 3.20960
H 1.73520 2.49810 0.40050
H 3.47210 2.74920 0.39890
H 2.38240 4.09030 0.74590
*
```

Calculated values
HOMO (alpha / beta): -10.151 / -10.153 eV
Energy above the lowest of the compared OMol25 structures with the same formula, charge and spin: 2.153 eV
Gap between HOMO and LUMO (alpha / beta): 7.5043 / 5.0822 eV
LUMO energy (alpha / beta): -2.6472 / -5.0704 eV

---

[3]
A cluster of 4 separate species, C24H47BN4O9 in total in a non-equilibrium geometry. Source: the OMol25 dataset; level of theory: wB97M-V/def2-TZVPD.

The geometry in ORCA input format:
```
! wB97M-V def2-TZVPD RIJCOSX def2/J DEFGRID3
* xyz 0 1
C 3.46901 4.17755 2.31122
B 4.62150 3.60844 1.41480
O 5.46536 4.49680 0.77406
C 4.87681 2.06109 1.19544
C 6.15784 1.46815 1.20031
C 7.40645 2.28478 1.41920
C 6.30417 0.08595 1.00830
C 5.22366 -0.75893 0.81491
C 3.97415 -0.17739 0.81026
C 3.81472 1.18711 0.99083
C 2.34448 1.44439 0.88252
O 1.78918 2.44478 0.51517
N 1.71624 0.20503 1.17639
C 0.29746 0.00399 0.83581
C -0.69696 0.93849 1.56597
N -1.10503 2.10717 0.78860
N -0.20300 1.36356 2.86961
N -1.91494 0.11377 1.70988
C 2.62302 -0.77122 0.65062
O 2.29845 -1.79892 0.12015
H 3.83206 4.96366 2.98111
H 2.94035 3.43108 2.90256
H 2.73526 4.65452 1.65589
H 5.73644 5.19969 1.37299
H 7.50033 2.60195 2.45905
H 8.28267 1.68378 1.17574
H 7.42147 3.15658 0.77041
H 7.30756 -0.32095 1.01090
H 5.34379 -1.82191 0.65626
H 0.17171 0.08986 -0.24764
H 0.05259 -1.02394 1.09100
H -0.82319 1.98323 -0.17563
H -0.60296 2.92978 1.09433
H -0.01026 2.35129 2.92330
H 0.59212 0.82842 3.18438
H -1.89959 -0.28229 2.64510
H -2.69595 0.76071 1.69608
C -0.31629 -3.88630 2.24277
O -1.59144 -3.30877 2.45475
C -2.42414 -3.34891 1.30308
C -3.44620 -4.45771 1.38547
O -2.84357 -5.74276 1.35043
C -2.75142 -6.35907 2.61950
H 0.16974 -3.97003 3.21417
H -0.39388 -4.88144 1.79728
H 0.30068 -3.25427 1.59260
H -1.81844 -3.46192 0.40045
H -2.93786 -2.38590 1.24054
H -4.11324 -4.38643 0.52039
H -4.05182 -4.34222 2.29006
H -3.73900 -6.67697 2.97215
H -2.30487 -5.69090 3.36048
H -2.11983 -7.23907 2.50908
C -4.08401 2.81784 -1.69871
O -4.43668 3.91125 -0.87027
C -3.37455 4.83037 -0.68408
C -3.54634 6.06895 -1.53384
O -3.43741 5.78040 -2.91811
C -4.68487 5.70593 -3.58090
H -4.99530 2.27381 -1.94169
H -3.61573 3.15403 -2.62750
H -3.40380 2.14330 -1.16804
H -2.41249 4.35533 -0.89882
H -3.37518 5.12419 0.37063
H -2.75362 6.78202 -1.28561
H -4.50861 6.54210 -1.31365
H -5.13394 6.70048 -3.67994
H -5.38139 5.04841 -3.05481
H -4.50088 5.30446 -4.57597
C -2.18284 -4.45828 -2.75027
O -1.70551 -3.12681 -2.70402
C -0.54411 -2.97248 -1.90325
C 0.71517 -2.87617 -2.73066
O 0.98951 -4.09384 -3.40901
C 0.63898 -4.06992 -4.77808
H -2.95095 -4.50226 -3.52086
H -1.38620 -5.16352 -2.99990
H -2.62922 -4.74708 -1.79171
H -0.45359 -3.80063 -1.19371
H -0.66462 -2.04882 -1.32841
H 1.55470 -2.67538 -2.06175
H 0.63860 -2.04894 -3.44452
H 1.32744 -3.43440 -5.34665
H -0.38325 -3.71203 -4.92669
H 0.71533 -5.08970 -5.15226
*
```

Calculated values
HOMO: -8.952 eV
Gap between HOMO and LUMO: 8.6579 eV
LUMO energy: -0.2938 eV
Structure (SMILES): CB(O)c1c(C)ccc2c1C(=O)N(CC(N)(N)N)C2=O.COCCOC.COCCOC.COCCOC

---

[4]
A cluster of 2 separate species, C24H47BrF4N5O3P in total. Source: the OMol25 dataset; level of theory: wB97M-V/def2-TZVPD.

The geometry in ORCA input format:
```
! wB97M-V def2-TZVPD RIJCOSX def2/J DEFGRID3
* xyz 0 1
C -5.59891 0.50920 -0.85171
C -4.26699 0.34701 -1.56408
O -3.28208 -0.22062 -0.71677
C -2.37432 0.69967 -0.17895
C -1.34782 1.21400 -1.20996
N 0.06135 0.88471 -0.98265
C 0.60903 1.39581 0.17918
N 0.96658 2.68389 0.22167
C 1.71052 3.28267 1.34561
C 0.89645 3.85253 2.51290
C 1.29155 5.26840 2.88552
F 1.06806 5.48674 4.18643
F 2.59844 5.49963 2.66606
F 0.61340 6.19698 2.20933
C 0.71044 3.53013 -0.92778
C -0.54230 4.37099 -0.80172
O -1.04821 4.73199 0.20636
Br -1.28065 4.87140 -2.52821
N 0.80574 0.43524 1.08707
C 0.91948 0.53062 2.53544
C -0.42157 0.90217 3.18551
C -0.25180 1.19203 4.69056
O -0.84688 0.20402 5.50960
C 1.25101 -0.78141 0.34107
C 2.79410 -0.65378 0.36209
N 3.50345 -1.81636 -0.15944
P 0.87330 -2.33750 1.36681
C -0.90120 -2.18864 1.79950
C 0.87324 -3.80276 0.25158
C 0.97061 -5.04800 1.16354
C 0.57384 -0.53587 -1.08975
C -0.53687 -1.49394 -1.47398
C 1.55927 -0.45555 -2.29579
C 2.08828 -1.76997 -2.90469
C 1.64257 -2.06227 -4.35821
C 0.68688 -3.25683 -4.53342
N -0.68293 -2.81792 -4.83150
H -5.46869 1.01665 0.10373
H -6.11082 -0.44104 -0.72695
H -6.23996 1.15111 -1.46424
H -4.38846 -0.33007 -2.41351
H -3.95687 1.31245 -1.98107
H -2.92102 1.55741 0.24038
H -1.86538 0.22915 0.66069
H -1.64463 0.88153 -2.20445
H -1.42812 2.30091 -1.24879
H 2.44722 2.55313 1.67191
H 2.28726 4.09502 0.90458
H 1.07358 3.26577 3.41432
H -0.17324 3.83079 2.32942
H 0.65287 2.94177 -1.84099
H 1.54862 4.22213 -1.05122
H 1.20319 -0.44398 2.93173
H 1.69945 1.21861 2.86552
H -1.04652 0.00833 3.11896
H -0.90851 1.72318 2.65838
H 0.80893 1.15249 4.95164
H -0.64510 2.18418 4.93124
H -1.80505 0.27127 5.46320
H 3.11094 0.26020 -0.15224
H 3.05989 -0.53368 1.41493
H 4.03517 -1.58834 -0.98591
H 4.16280 -2.16962 0.51953
H -0.97619 -2.09227 2.88155
H -1.47724 -3.09146 1.54005
H -1.38583 -1.33967 1.32834
H -0.08180 -3.86324 -0.27104
H 1.70657 -3.80098 -0.44494
H 1.41767 -5.87698 0.61319
H -0.01085 -5.34931 1.52468
H 1.61178 -4.84836 2.02370
H -0.14465 -2.49072 -1.64247
H -0.97920 -1.16028 -2.41375
H -1.31920 -1.57492 -0.72237
H 2.36729 0.24310 -2.07589
H 0.95920 0.03796 -3.06569
H 3.17652 -1.70133 -2.93850
H 1.86719 -2.62805 -2.27504
H 1.15922 -1.18545 -4.79717
H 2.53535 -2.24575 -4.95602
H 0.72204 -3.87636 -3.63189
H 1.03272 -3.85386 -5.37833
H -1.37736 -3.44107 -4.44783
H -0.85404 -1.88028 -4.50389
F -3.12176 -3.49853 2.24530
*
```

Calculated values
HOMO: -6.235 eV
Gap between HOMO and LUMO: 5.5168 eV
LUMO energy: -0.7181 eV

---

[5]
A cluster of 16 separate species, C24H47Cl30N2O5PS in total in a non-equilibrium geometry. Source: the OMol25 dataset; level of theory: wB97M-V/def2-TZVPD.

The geometry in ORCA input format:
```
! wB97M-V def2-TZVPD RIJCOSX def2/J DEFGRID3
* xyz 0 1
O 2.53811 4.97417 -6.21399
P 1.71678 3.92904 -5.43203
O 0.42415 3.44793 -6.46824
O 2.73250 2.58365 -5.21668
O 1.07853 4.54351 -3.99846
C 1.22381 3.61145 -2.88115
C 0.09949 2.46675 -2.86002
C 0.15791 1.55225 -1.52264
C 1.14958 0.32541 -1.79138
C 0.79204 -1.01764 -0.99630
C 1.51212 -1.16972 0.43096
C 2.92782 -1.96617 0.36120
S 4.00928 -1.42989 -1.04555
C 4.83385 0.16762 -0.69655
N 4.33809 1.47038 -0.41676
N 5.41647 2.29116 -0.28388
C 6.62365 1.54722 -0.46152
O 6.24987 0.20973 -0.71526
H 0.62714 2.53803 -6.79333
H 2.92279 2.19027 -6.09740
H 2.28961 3.19832 -2.80568
H 1.07264 4.23526 -1.92433
H -0.91791 2.99217 -2.90954
H 0.22533 1.84206 -3.81549
H 0.54264 2.22028 -0.67636
H -0.91911 1.24520 -1.31080
H 2.20538 0.69334 -1.58291
H 1.11902 0.07191 -2.91453
H 0.99296 -1.90988 -1.69562
H -0.34396 -1.03605 -0.79536
H 1.61756 -0.19997 1.01440
H 0.83097 -1.84979 1.06984
H 2.66565 -3.08120 0.20422
H 3.40294 -1.89060 1.39214
H 7.70157 1.92351 -0.43353
C -3.62610 4.07068 -3.28487
Cl -3.48256 2.78977 -2.07206
Cl -2.89188 5.57540 -2.71262
H -3.11856 3.75374 -4.20230
H -4.68139 4.24679 -3.48911
C -7.39789 1.27787 -1.96399
Cl -7.29186 2.64882 -3.07229
Cl -7.26869 1.80443 -0.28115
H -8.35623 0.78170 -2.10641
H -6.58697 0.58456 -2.18088
C 5.97618 -0.86108 3.54608
Cl 4.73292 -1.66215 4.51264
Cl 5.27604 0.39047 2.51551
H 6.70303 -0.40359 4.21501
H 6.46723 -1.59924 2.91560
C 2.20156 -4.15782 5.57847
Cl 1.68901 -3.88195 3.90686
Cl 2.19892 -2.65185 6.50202
H 1.51651 -4.86164 6.04732
H 3.20928 -4.57001 5.57584
C -1.77524 -4.76083 4.76927
Cl -2.69203 -5.63059 3.53517
Cl -1.58399 -5.73545 6.23194
H -0.79052 -4.52155 4.37296
H -2.30388 -3.84356 5.02282
C -0.49142 -4.95453 -2.02426
Cl 1.11604 -4.58466 -1.38371
Cl -1.74218 -4.02565 -1.18775
H -0.51399 -4.70489 -3.08366
H -0.69196 -6.01710 -1.89187
C -0.57476 2.37615 1.93361
Cl -1.05848 1.63604 3.46594
Cl 1.18479 2.38069 1.75805
H -1.01186 1.80568 1.11481
H -0.93489 3.41101 1.89866
C -2.82043 -7.74553 -0.51169
Cl -1.53417 -7.94215 0.68160
Cl -2.23641 -8.07439 -2.14803
H -3.62628 -8.43944 -0.27953
H -3.18996 -6.72213 -0.46729
C 8.85976 -2.14575 0.79743
Cl 9.45889 -0.76565 1.72604
Cl 8.25012 -3.41839 1.86317
H 8.05142 -1.81089 0.14876
H 9.67334 -2.54783 0.19637
C -7.42922 1.89313 -7.29075
Cl -7.28445 0.61948 -6.07426
Cl -6.70502 3.39910 -6.71766
H -6.91822 1.57625 -8.19815
H -8.48333 2.06444 -7.50140
C -5.91746 1.78225 3.14375
Cl -6.40211 1.04358 4.67518
Cl -4.15893 1.79504 2.96796
H -6.35061 1.21231 2.32400
H -6.28319 2.80742 3.11446
C -2.50887 5.76610 2.91894
Cl -2.67483 4.64942 4.27639
Cl -2.38193 4.90414 1.37591
H -3.38185 6.41548 2.88812
H -1.61016 6.36335 3.06301
C 1.13736 2.88090 6.17735
Cl 2.77552 2.32463 5.81525
Cl 1.14800 4.52777 6.82199
H 0.54865 2.86366 5.26239
H 0.69294 2.21528 6.91531
C 1.87883 -8.11557 6.66666
Cl 1.36915 -7.83731 4.99754
Cl 1.87611 -6.61000 7.59281
H 1.19270 -8.81942 7.13429
H 2.88610 -8.52820 6.66499
C -2.46952 4.33317 -7.02543
Cl -3.33946 3.09721 -6.10455
Cl -3.55389 5.18742 -8.12942
H -2.03422 5.05030 -6.33110
H -1.68195 3.85499 -7.60245
*
```

Calculated values
HOMO: -9.069 eV
Gap between HOMO and LUMO: 8.9781 eV
LUMO energy: -0.0912 eV